1.
Below is an isolated ion of composition C7H7BF7IN2O5P and charge -1, with properties calculated with wB97M-V/def2-TZVPD.

```
31
C7H7BF7IN2O5P (wB97M-V/def2-TZVPD)
C 2.751 -1.523 0.462
C 2.337 -0.776 -0.850
B 1.377 0.453 -0.719
O 2.043 1.674 -0.948
P -0.557 0.692 -0.688
N -0.690 1.846 0.643
C 0.413 2.575 1.158
O 0.659 3.698 0.908
F 1.183 1.940 2.049
C -1.421 1.399 1.817
O -2.375 1.964 2.212
F -0.904 0.410 2.512
N -1.107 -0.886 -0.465
C -2.430 -1.202 -0.038
O -2.768 -1.324 1.080
F -3.313 -1.516 -0.987
C -0.329 -2.115 -0.260
O -0.148 -2.864 -1.140
F 0.003 -2.455 1.012
C -2.272 1.298 -1.399
F -2.045 2.515 -1.958
F -2.629 0.548 -2.447
F -3.270 1.507 -0.535
H 2.669 -2.591 0.273
H 3.806 -1.360 0.659
H 2.122 -1.334 1.325
H 1.894 -1.497 -1.547
H 3.272 -0.548 -1.361
H 1.778 1.974 -1.825
H -0.227 1.129 -2.065
I 0.177 -3.631 3.120
```

Summary:
**Charge**: -1
**Energy relative to the best compared isomer or geometry (same formula, charge and spin)**: 0.0 kcal/mol
**HOMO energy**: -3.27 eV

=====

2.
Below is a 2-piece molecular cluster, C7H5O3 overall, with properties calculated with wB97M-V/def2-TZVPD.

```
15
C7H5O3 (wB97M-V/def2-TZVPD)
C 1.364 -1.677 0.380
C 0.257 -1.365 1.251
C 1.841 -0.581 -0.382
C -0.269 -0.103 1.277
C -3.217 1.375 -1.767
C 1.323 0.692 -0.292
C 0.240 0.982 0.565
O -3.742 1.295 -0.784
O -2.748 1.499 -2.824
O -0.344 2.091 0.486
H 2.057 -2.585 0.329
H -0.109 -2.269 1.711
H 2.661 -1.013 -1.047
H -1.223 0.087 1.700
H 1.911 1.575 -0.602
```

Summary:
**Charge**: -1
**Energy relative to the best compared isomer or geometry (same formula, charge and spin)**: 0.0 kcal/mol
**HOMO energy**: -2.59 eV

=====

3.
Below is a 3-piece molecular cluster, C7H16N2O2 overall, with properties calculated with wB97M-V/def2-TZVPD.

```
27
C7H16N2O2 (wB97M-V/def2-TZVPD)
C 1.652 2.259 0.461
C -1.019 0.646 1.276
C -2.771 2.870 1.436
C -1.166 4.228 0.288
C 3.427 -4.537 -1.006
C 1.802 -3.634 -2.667
C -0.618 2.047 0.878
N -1.469 2.985 0.894
N 3.101 -4.240 -2.353
O 1.658 3.311 0.020
O 1.960 1.240 0.857
H -1.901 0.373 0.751
H -0.131 0.030 1.111
H -1.315 0.695 2.429
H -2.755 3.528 2.302
H -3.603 3.155 0.800
H -2.868 1.845 1.666
H -0.131 4.244 0.012
H -1.960 4.490 -0.484
H -1.197 4.968 1.005
H 4.480 -4.689 -1.020
H 3.170 -3.936 -0.099
H 3.007 -5.690 -0.874
H 1.035 -4.486 -2.713
H 1.548 -2.935 -1.833
H 1.856 -3.054 -3.506
H 3.809 -3.691 -2.811
```

Summary:
**Charge**: 0
**Energy relative to the best compared isomer or geometry (same formula, charge and spin)**: 89.3 kcal/mol
**HOMO energy**: -8.06 eV

=====

4.
Below is C23H41CoN4O2S as an isolated structure, with properties calculated with wB97M-V/def2-TZVPD.

```
72
C23H41CoN4O2S (wB97M-V/def2-TZVPD)
Co 0.017 0.340 0.434
C 1.250 0.474 2.160
C 2.221 0.297 1.107
C 2.004 1.352 0.183
C 0.934 2.165 0.749
C 0.564 1.700 2.023
C -0.326 2.360 3.049
C -1.142 3.483 2.417
C 0.577 2.956 4.139
C -1.271 1.336 3.681
C 2.705 1.854 -1.080
C 1.732 2.669 -1.946
C 3.252 0.753 -1.990
C 3.841 2.804 -0.663
C 3.306 -0.783 1.272
C 3.298 -1.935 0.255
C 4.687 -0.106 1.274
C 3.172 -1.463 2.643
H 1.130 -0.197 2.992
H 0.553 3.060 0.287
H -0.500 4.278 2.034
H -1.809 3.927 3.158
H -1.749 3.106 1.595
H 1.271 3.683 3.714
H 1.163 2.177 4.627
H -0.021 3.458 4.901
H -1.900 0.861 2.927
H -1.910 1.820 4.422
H -0.721 0.546 4.192
H 0.842 2.092 -2.204
H 2.236 2.960 -2.868
H 1.424 3.592 -1.453
H 2.453 0.085 -2.322
H 4.028 0.158 -1.523
H 3.688 1.203 -2.884
H 3.447 3.618 -0.052
H 4.311 3.240 -1.547
H 4.610 2.298 -0.085
H 3.236 -1.612 -0.781
H 2.487 -2.638 0.476
H 4.220 -2.510 0.352
H 4.965 0.297 0.307
H 5.448 -0.834 1.559
H 4.711 0.709 1.999
H 2.220 -1.985 2.751
H 3.271 -0.748 3.460
H 3.966 -2.203 2.752
C -2.295 -4.343 0.589
O -2.191 -3.048 1.195
C -1.343 -2.148 0.724
O -1.276 -1.053 1.263
N -0.578 -2.480 -0.350
N 0.293 -1.499 -0.841
H -3.059 -4.863 1.157
H -1.354 -4.887 0.674
H -2.614 -4.259 -0.451
H -0.622 -3.382 -0.792
H 0.071 -1.289 -1.810
H 1.255 -1.808 -0.765
C -3.980 1.335 0.804
N -3.397 2.391 -0.009
C -3.808 3.709 -0.007
C -2.992 4.391 -0.837
N -2.090 3.475 -1.330
C -2.335 2.253 -0.822
S -1.494 0.819 -1.239
H -5.060 1.341 0.673
H -3.726 1.498 1.850
H -3.562 0.389 0.474
H -4.641 4.038 0.587
H -2.977 5.427 -1.119
H -1.349 3.642 -1.991
```

Summary:
**Charge**: +1
**HOMO energy (alpha / beta)**: -9.77 / -10.47 eV
**Spin multiplicity**: 2
**Expectation value of S²**: 0.890

=====

5.
Below is a 2-piece molecular cluster, C2H3N3O overall, with properties calculated with wB97M-V/def2-TZVPD.

```
9
C2H3N3O (wB97M-V/def2-TZVPD)
C 4.313 -1.193 -0.012
C 3.296 -0.285 -0.426
N 3.484 0.977 -0.208
N 4.600 1.018 0.350
N -0.502 0.037 -0.117
O 5.127 -0.331 0.478
H 0.313 0.304 0.417
H -0.947 -0.752 0.329
H -1.147 0.812 -0.138
```

Summary:
**Charge**: 0
**Energy relative to the best compared isomer or geometry (same formula, charge and spin)**: 198.3 kcal/mol
**HOMO energy (alpha / beta)**: -10.05 / -10.03 eV
**SMILES**: c1nnoc#1.N

=====

6.
Below is C28H15BrCl5F3MnNS2 as an isolated structure, with properties calculated with wB97M-V/def2-TZVPD.

```
56
C28H15BrCl5F3MnNS2 (wB97M-V/def2-TZVPD)
Mn 1.302 -0.892 -1.276
Cl -2.660 -0.623 -0.215
C -1.861 0.147 -1.546
C -0.484 0.019 -1.687
C 0.027 0.657 -2.814
Cl 1.740 0.370 -3.034
C -0.689 1.378 -3.748
Cl 0.081 2.111 -5.100
C -2.067 1.467 -3.566
Cl -3.026 2.324 -4.702
C -2.653 0.836 -2.468
Cl -4.364 0.886 -2.291
Br 3.151 -2.452 -1.488
C 3.326 -2.821 0.403
C 4.328 -3.638 0.847
C 4.433 -3.870 2.219
C 3.544 -3.247 3.084
C 2.524 -2.430 2.622
C 1.620 -1.767 3.538
C 0.585 -1.056 3.101
C 0.261 -0.909 1.632
C 1.330 -1.390 0.668
C 2.350 -2.190 1.215
H 5.026 -4.085 0.151
H 5.197 -4.535 2.596
H 3.643 -3.400 4.153
H 1.813 -1.857 4.601
H -0.083 -0.545 3.782
H -0.641 -1.512 1.426
S 1.807 -3.607 -4.945
C 0.535 -3.663 -3.917
N 0.467 -4.406 -2.790
C -0.505 -3.969 -1.803
C -1.703 -3.517 -2.620
S -0.963 -2.761 -4.109
H 1.315 -4.864 -2.492
H -0.078 -3.134 -1.197
H -0.749 -4.787 -1.128
H -2.315 -2.788 -2.100
H -2.310 -4.359 -2.947
F -1.632 7.485 3.263
C -2.154 7.043 2.096
F -3.485 7.209 2.179
F -1.705 7.879 1.139
C -1.767 5.620 1.829
C -2.648 4.584 2.108
C -2.239 3.276 1.927
C -0.948 2.992 1.474
C -0.082 4.045 1.169
C -0.489 5.353 1.355
C -0.504 1.636 1.432
C -0.134 0.492 1.422
H -3.646 4.803 2.461
H -2.916 2.461 2.145
H 0.911 3.826 0.803
H 0.184 6.173 1.141
```

Summary:
**Charge**: 0
**Energy relative to the best compared isomer or geometry (same formula, charge and spin)**: 66.0 kcal/mol
**HOMO energy (alpha / beta)**: -6.97 / -8.13 eV
**Spin multiplicity**: 5
**Expectation value of S²**: 6.080

=====

7.
Below is a 2-piece molecular cluster, C23H28N2O4S overall, with properties calculated with wB97M-V/def2-TZVPD.

```
58
C23H28N2O4S (wB97M-V/def2-TZVPD)
O -4.496 3.587 -2.077
O -1.436 3.579 0.346
O -0.986 2.291 3.187
O 6.938 -5.681 -0.394
S 3.177 -2.963 2.040
C -4.320 2.447 -2.479
C -1.697 2.985 -0.696
C 3.097 -1.269 1.541
C 4.087 -0.969 0.625
C 0.243 0.255 3.534
C 0.860 1.777 1.777
C 6.649 -3.358 -0.846
C 5.209 -4.465 0.755
C 1.253 -0.629 3.125
C 1.860 0.899 1.361
C 5.976 -2.149 -0.629
C 0.037 1.453 2.851
C 6.268 -4.514 -0.159
C 4.535 -3.259 0.966
C 2.070 -0.323 2.020
C 4.915 -2.112 0.281
N -1.026 3.334 -1.802
N -3.496 1.580 -1.891
C -5.046 1.956 -3.709
C -1.025 2.717 -3.127
C -2.301 -1.778 0.732
C -4.034 -0.141 1.410
C -3.104 -0.561 0.270
C -2.123 0.554 -0.134
C -2.761 1.858 -0.648
H -1.123 2.946 2.473
H 6.583 -6.390 0.164
H 4.242 0.009 0.187
H -0.398 0.008 4.374
H 0.720 2.714 1.249
H 7.472 -3.407 -1.551
H 4.901 -5.350 1.299
H 1.386 -1.559 3.669
H 2.455 1.185 0.502
H 6.271 -1.253 -1.167
H -0.423 4.131 -1.671
H -3.411 0.662 -2.294
H -5.711 1.142 -3.430
H -5.632 2.778 -4.121
H -4.325 1.615 -4.449
H -1.897 3.052 -3.690
H -1.032 1.630 -3.041
H -0.127 3.018 -3.669
H -1.639 -2.109 -0.068
H -1.702 -1.519 1.606
H -2.977 -2.593 0.988
H -3.448 0.220 2.257
H -4.637 -0.991 1.730
H -4.708 0.647 1.077
H -3.706 -0.850 -0.592
H -1.526 0.792 0.742
H -1.443 0.171 -0.896
H -3.486 2.200 0.091
```

Summary:
**Charge**: 0
**Energy relative to the best compared isomer or geometry (same formula, charge and spin)**: 0.8 kcal/mol
**HOMO energy**: -7.48 eV
**SMILES**: Oc1ccc(-c2cc3ccc(O)cc3s2)cc1.CNC(=O)[C@H](CC(C)C)NC(C)=O

=====

8.
Below is the molecule C2H3NOS2, with properties calculated with wB97M-V/def2-TZVPD.

```
9
C2H3NOS2 (wB97M-V/def2-TZVPD)
C -0.296 0.329 0.219
C 0.482 -0.835 0.159
N -1.499 0.302 -0.249
O -1.880 -0.669 -0.923
S 2.198 -0.885 0.235
S 2.597 1.027 -0.181
H 0.309 1.305 0.573
H 0.082 -1.757 0.187
H -1.993 1.181 -0.021
```

Summary:
**Charge**: 0
**Energy relative to the best compared isomer or geometry (same formula, charge and spin)**: 92.8 kcal/mol
**HOMO energy (alpha / beta)**: -8.56 / -8.42 eV

=====

9.
Below is C22H44O28Rb2S4 as an isolated structure, with properties calculated with wB97M-V/def2-TZVPD.

```
100
C22H44O28Rb2S4 (wB97M-V/def2-TZVPD)
Rb 1.514 4.116 1.952
Rb -3.018 2.547 -0.522
S -0.256 1.396 0.668
O -0.437 2.806 0.238
O 0.752 1.311 1.723
O -1.579 0.954 1.170
O 0.130 0.529 -0.448
C 4.732 2.421 -6.473
C 4.126 3.273 -5.360
O 4.252 2.590 -4.120
C 3.658 3.124 -3.078
O 3.178 4.226 -3.060
O 3.733 2.269 -2.070
C 3.045 2.646 -0.902
H 5.686 2.134 -6.021
H 4.977 3.061 -7.320
H 4.149 1.570 -6.807
H 3.063 3.479 -5.517
H 4.572 4.269 -5.345
H 3.119 1.912 -0.099
H 1.973 2.731 -1.101
H 3.471 3.587 -0.535
C -0.404 2.966 5.765
C 0.924 3.028 6.521
O 1.654 1.852 6.137
C 2.380 1.919 5.030
O 2.559 2.944 4.409
O 2.827 0.723 4.762
C 3.604 0.503 3.597
H -1.123 3.722 6.079
H -0.783 1.948 5.822
H -0.293 3.141 4.689
H 0.755 2.894 7.588
H 1.478 3.961 6.445
H 4.639 0.765 3.827
H 3.337 1.093 2.717
H 3.509 -0.536 3.295
C -1.286 -3.397 1.192
C -1.518 -2.124 0.378
O -2.291 -2.404 -0.769
C -1.822 -2.844 -1.915
O -0.651 -2.985 -2.190
O -2.814 -3.082 -2.747
C -2.511 -3.586 -4.042
H -0.621 -4.008 0.566
H -2.188 -4.003 1.274
H -0.770 -3.291 2.142
H -0.584 -1.660 0.062
H -2.052 -1.372 0.957
H -2.445 -4.672 -3.957
H -1.617 -3.141 -4.467
H -3.386 -3.424 -4.668
C -5.469 -1.473 1.715
C -4.908 -0.561 0.630
O -5.158 -1.260 -0.603
C -4.977 -0.620 -1.720
O -4.631 0.536 -1.881
O -5.312 -1.403 -2.738
C -5.115 -0.930 -4.053
H -6.533 -1.626 1.520
H -5.433 -1.011 2.700
H -5.008 -2.457 1.702
H -3.825 -0.458 0.695
H -5.336 0.440 0.676
H -4.068 -0.968 -4.358
H -5.511 0.088 -4.079
H -5.678 -1.512 -4.779
C -1.798 -0.336 3.973
C -0.354 -0.780 3.772
O -0.185 -2.013 4.489
S -1.536 -2.429 5.256
O -1.204 -2.765 6.607
O -2.305 -3.336 4.462
O -2.173 -0.951 5.232
H -2.499 -0.797 3.273
H -1.940 0.736 4.019
H 0.351 -0.107 4.264
H -0.046 -0.842 2.731
C 2.570 -1.647 -0.573
C 2.103 -1.623 0.912
O 3.134 -2.332 1.603
S 4.444 -2.658 0.685
O 4.413 -3.998 0.161
O 5.604 -2.162 1.358
O 3.982 -1.584 -0.445
H 2.294 -0.729 -1.090
H 2.240 -2.504 -1.162
H 1.211 -2.236 1.013
H 1.985 -0.596 1.244
C -0.205 1.531 -3.337
C -0.388 -0.011 -3.290
O 0.120 -0.509 -4.527
S 1.367 0.453 -4.969
O 1.413 0.476 -6.400
O 2.534 0.151 -4.213
O 0.668 1.790 -4.438
H 0.347 1.731 -2.416
H -1.102 2.136 -3.413
H -1.476 -0.088 -3.167
H 0.045 -0.633 -2.513
```

Summary:
**Charge**: 0
**Energy relative to the best compared isomer or geometry (same formula, charge and spin)**: 0.0 kcal/mol
**HOMO energy**: -9.24 eV

=====

10.
Below is a 2-piece molecular cluster, C4H13N2O2 overall, with properties calculated with wB97M-V/def2-TZVPD.

```
21
C4H13N2O2 (wB97M-V/def2-TZVPD)
O 0.500 -1.911 1.865
C -0.227 -1.116 1.291
N -1.559 -1.262 1.246
C 0.422 0.160 0.727
N 1.774 0.217 1.421
C 0.817 1.584 -1.363
C 0.577 0.194 -0.771
H -2.207 -0.650 0.799
H -1.843 -2.156 1.576
H -0.167 0.996 1.117
H 2.131 1.176 1.433
H 2.404 -0.382 0.887
H 1.673 -0.073 2.386
H 1.537 2.144 -0.745
H -0.047 2.257 -1.279
H 1.144 1.533 -2.391
H -0.356 -0.230 -1.149
H 1.372 -0.457 -1.155
H -2.718 -1.440 -1.901
H -2.638 -0.049 -2.416
O -2.588 -0.536 -1.580
```

Summary:
**Charge**: +1
**Energy relative to the best compared isomer or geometry (same formula, charge and spin)**: 25.1 kcal/mol
**HOMO energy**: -14.34 eV